Entry 1:
DFT (the ωB97M-V functional and the def2-TZVPD basis) results for a 11-piece molecular cluster, C6H31N2O10 overall.

Geometry (Å):
C (-1.18, 2.60, -1.86)
C (0.08, 1.94, -2.39)
C (0.52, 0.73, -1.54)
C (-0.50, -0.33, -1.54)
C (-0.90, -1.22, -2.49)
N (-1.94, -1.95, -1.96)
C (-2.18, -1.56, -0.71)
N (-1.33, -0.57, -0.45)
H (-1.43, 3.49, -2.42)
H (-1.03, 2.87, -0.81)
H (-2.05, 1.94, -1.95)
H (0.88, 2.67, -2.40)
H (-0.06, 1.60, -3.42)
H (0.77, 1.06, -0.53)
H (1.46, 0.32, -1.93)
H (-0.48, -1.38, -3.46)
H (-2.43, -2.68, -2.43)
H (-2.92, -1.92, -0.03)
H (-1.31, -0.06, 0.41)
H (4.17, 2.30, -0.47)
H (4.66, 1.07, -1.21)
O (3.89, 1.42, -0.76)
H (-3.23, 1.01, 0.87)
H (-4.63, 0.73, 0.25)
O (-3.74, 0.36, 0.33)
H (-0.96, -0.41, 3.90)
H (0.25, 0.12, 3.02)
O (-0.73, -0.24, 2.97)
H (1.60, -2.38, -1.61)
H (2.21, -2.87, -2.97)
O (1.48, -2.40, -2.59)
H (-2.54, 2.41, 2.52)
H (-1.57, 1.14, 2.43)
O (-2.00, 1.88, 1.91)
H (2.69, -1.07, 0.86)
H (3.41, 0.32, 0.55)
O (3.12, -0.29, 1.27)
H (1.40, 1.78, 2.64)
H (2.20, 0.47, 2.49)
O (1.53, 0.91, 3.09)
H (0.73, 3.54, 0.93)
H (-0.39, 2.65, 1.60)
O (0.55, 2.94, 1.67)
H (-0.54, -1.74, 2.09)
H (-0.55, -3.34, 2.12)
O (-0.51, -2.56, 1.55)
H (0.94, -2.44, 0.56)
H (2.28, -3.24, 0.46)
O (1.83, -2.47, 0.14)

Properties
- E_tot (Ha) = -1108.9986
- E_LUMO (eV) = -2.291
- net charge = +1
- gap between HOMO and LUMO (eV) = 10.081

Entry 2:
DFT (the ωB97M-V functional and the def2-TZVPD basis) results for a 9-piece molecular cluster, C6H31NO8 overall in a non-equilibrium geometry.

Geometry (Å):
C (-0.06, 0.38, 1.91)
C (-0.85, -0.85, 1.47)
N (-0.79, -0.94, -0.03)
C (0.36, -1.78, -0.46)
C (1.76, -1.21, -0.25)
C (-1.98, -1.61, -0.57)
C (-2.44, -0.78, -1.78)
H (1.03, 0.36, 1.91)
H (-0.37, 0.68, 2.91)
H (-0.19, 1.21, 1.22)
H (-0.40, -1.77, 1.85)
H (-1.84, -0.62, 1.86)
H (0.22, -1.82, -1.54)
H (0.22, -2.80, -0.10)
H (2.09, -0.67, -1.13)
H (2.44, -2.02, 0.00)
H (1.84, -0.45, 0.51)
H (-2.75, -1.69, 0.18)
H (-1.91, -2.61, -1.00)
H (-1.60, -0.63, -2.46)
H (-2.68, 0.24, -1.46)
H (-3.28, -1.18, -2.34)
H (3.11, 2.40, -0.95)
H (3.40, 1.10, -0.30)
O (3.87, 1.86, -0.69)
H (2.80, 2.70, 0.86)
H (1.63, 3.44, 1.55)
O (1.86, 2.62, 1.09)
H (2.04, 1.32, 4.37)
H (3.24, 1.03, 3.48)
O (2.81, 0.76, 4.31)
H (-4.53, 1.46, 0.79)
H (-4.13, 0.08, 1.32)
O (-4.78, 0.78, 1.42)
H (1.70, 1.18, -3.32)
H (1.67, 2.71, -2.86)
O (2.20, 1.93, -2.97)
H (-3.29, -3.27, 1.63)
H (-2.35, -3.20, 2.79)
O (-2.36, -3.41, 1.85)
H (-0.50, 1.75, -1.18)
H (0.54, 2.78, -0.82)
O (-0.24, 2.66, -1.38)
H (0.79, -0.89, -4.65)
H (0.63, -0.86, -3.18)
O (1.08, -0.38, -3.88)

Properties
- E_tot (Ha) = -903.8092
- E_LUMO (eV) = 0.232
- net charge = 0
- structure (SMILES) = CCN(CC)CC.O.O.O.O.O.O.O.O
- gap between HOMO and LUMO (eV) = 9.359

Entry 3:
DFT (the ωB97M-V functional and the def2-TZVPD basis) results for a 10-piece molecular cluster, C6H32N12O10 overall in a non-equilibrium geometry.

Geometry (Å):
C (-20.27, -18.90, 20.84)
O (-21.48, -18.74, 20.64)
N (-19.76, -19.66, 21.79)
N (-19.24, -18.36, 20.27)
H (-18.80, -19.85, 22.05)
H (-20.46, -19.92, 22.47)
H (-19.47, -17.96, 19.37)
H (-18.28, -18.54, 20.52)
C (-22.20, -23.95, 16.34)
O (-21.18, -23.84, 17.03)
N (-22.20, -24.64, 15.25)
N (-23.19, -23.20, 16.58)
H (-21.30, -25.06, 15.07)
H (-23.03, -24.71, 14.68)
H (-23.20, -22.60, 17.38)
H (-24.01, -23.25, 15.99)
C (-22.36, -15.71, 14.05)
O (-21.35, -16.09, 14.57)
N (-22.57, -15.70, 12.74)
N (-23.25, -15.21, 14.82)
H (-21.77, -15.76, 12.12)
H (-23.53, -15.79, 12.43)
H (-23.13, -15.30, 15.82)
H (-24.17, -14.96, 14.48)
C (-25.64, -13.06, 24.69)
O (-25.48, -11.97, 25.25)
N (-25.56, -14.18, 25.32)
N (-25.79, -13.24, 23.39)
H (-25.51, -14.11, 26.32)
H (-25.78, -15.09, 24.93)
H (-26.10, -14.11, 22.98)
H (-25.94, -12.41, 22.83)
C (-38.11, -18.20, 19.40)
O (-37.19, -18.65, 20.05)
N (-38.53, -17.04, 19.45)
N (-38.88, -18.73, 18.54)
H (-37.85, -16.36, 19.77)
H (-39.32, -16.75, 18.89)
H (-38.45, -19.61, 18.29)
H (-39.40, -18.17, 17.88)
C (-29.35, -18.03, 19.81)
O (-28.82, -17.61, 20.83)
N (-30.66, -18.05, 19.54)
N (-28.70, -18.49, 18.82)
H (-31.30, -17.83, 20.28)
H (-31.02, -18.46, 18.69)
H (-29.22, -18.79, 18.00)
H (-27.70, -18.47, 18.95)
O (-30.81, -12.46, 23.93)
H (-30.04, -13.01, 23.80)
H (-31.17, -12.34, 23.05)
O (-29.54, -19.54, 25.68)
H (-30.44, -19.76, 25.43)
H (-29.17, -19.12, 24.91)
O (-30.25, -21.03, 14.69)
H (-30.80, -21.80, 14.65)
H (-29.76, -21.04, 13.87)
O (-34.04, -20.65, 24.86)
H (-34.76, -20.73, 25.48)
H (-34.40, -20.98, 24.03)

Properties
- E_tot (Ha) = -1657.3296
- E_LUMO (eV) = 0.235
- net charge = 0
- structure (SMILES) = NC(N)=O.NC(N)=O.NC(N)=O.NC(N)=O.NC(N)=O.NC(N)=O.O.O.O.O
- gap between HOMO and LUMO (eV) = 9.670

Entry 4:
DFT (the ωB97M-V functional and the def2-TZVPD basis) results for a 9-piece molecular cluster, C6H32N2O8 overall in a non-equilibrium geometry.

Geometry (Å):
C (-1.10, -0.77, -0.68)
N (-0.09, -0.21, 0.16)
C (1.39, -0.28, -0.25)
C (2.07, -0.06, 1.13)
C (2.04, 1.32, 1.84)
N (2.42, 2.27, 0.80)
C (-2.43, -0.85, 0.03)
C (-3.41, 0.24, -0.18)
H (-1.14, -0.22, -1.62)
H (-0.78, -1.75, -1.08)
H (-0.37, 0.69, 0.44)
H (1.67, 0.59, -0.89)
H (1.58, -1.31, -0.67)
H (1.86, -0.75, 1.92)
H (3.11, -0.35, 0.85)
H (1.05, 1.39, 2.22)
H (2.67, 1.29, 2.75)
H (3.41, 2.28, 0.78)
H (2.10, 3.23, 1.01)
H (-2.89, -1.94, 0.09)
H (-2.24, -1.09, 1.10)
H (-2.97, 1.28, -0.29)
H (-3.96, 0.27, 0.77)
H (-3.99, 0.00, -1.04)
H (0.20, -3.29, -1.37)
H (1.13, -3.97, -2.41)
O (0.71, -3.15, -2.12)
H (0.34, -2.58, 0.86)
H (-0.50, -3.89, 1.15)
O (-0.09, -3.43, 0.49)
H (-0.21, 2.12, -1.97)
H (0.86, 2.33, -0.63)
O (0.34, 2.66, -1.43)
H (-1.47, -2.01, 2.87)
H (-0.39, -0.94, 2.43)
O (-0.68, -1.59, 3.03)
H (0.08, -0.28, 4.38)
H (-0.18, 1.19, 4.49)
O (0.25, 0.55, 3.90)
H (-0.86, 0.31, -3.30)
H (-0.51, 1.28, -4.43)
O (-1.16, 1.09, -3.71)
H (-0.43, 3.00, 1.10)
H (0.03, 4.02, 0.12)
O (-0.09, 3.84, 1.01)
H (0.39, -1.76, -3.04)
H (-0.35, -1.53, -4.47)
O (0.11, -1.18, -3.69)

Properties
- E_tot (Ha) = -959.1233
- E_LUMO (eV) = 0.310
- net charge = 0
- structure (SMILES) = CCCNCCCN.O.O.O.O.O.O.O.O
- gap between HOMO and LUMO (eV) = 9.001

Entry 5:
DFT (the ωB97M-V functional and the def2-TZVPD basis) results for a 10-piece molecular cluster, C6H34N2O10P overall.

Geometry (Å):
C (3.13, -1.26, 0.39)
P (1.97, -0.73, -0.91)
O (1.69, -2.18, -1.69)
C (0.50, -0.53, 0.22)
C (0.75, 0.89, 0.80)
C (-0.23, 1.74, 0.02)
N (-1.42, 0.82, 0.05)
C (-0.86, -0.50, -0.45)
C (-1.84, -1.62, -0.19)
N (-1.95, -2.15, 1.16)
H (3.70, -2.12, 0.06)
H (2.59, -1.49, 1.30)
H (3.81, -0.43, 0.57)
H (2.46, -2.76, -1.60)
H (0.55, -1.28, 1.01)
H (0.51, 0.92, 1.86)
H (1.76, 1.25, 0.64)
H (-0.48, 2.71, 0.41)
H (0.09, 1.79, -1.02)
H (-2.26, 1.14, -0.44)
H (-1.66, 0.68, 1.04)
H (-0.77, -0.36, -1.53)
H (-2.83, -1.27, -0.49)
H (-1.61, -2.43, -0.88)
H (-2.45, -1.56, 1.81)
H (-1.08, -2.47, 1.57)
O (-0.21, -5.12, -0.72)
H (-1.08, -4.74, -0.59)
H (0.40, -4.37, -0.68)
O (1.16, -3.13, 2.45)
H (1.33, -3.88, 1.87)
H (1.17, -3.51, 3.34)
O (-5.11, -2.48, -0.77)
H (-4.87, -2.83, -1.63)
H (-4.56, -2.98, -0.15)
O (2.92, 2.78, 2.00)
H (2.09, 3.20, 2.21)
H (3.58, 3.46, 2.18)
O (4.91, 4.18, 3.82)
H (4.87, 3.32, 4.25)
H (4.69, 4.81, 4.51)
O (-0.61, 4.96, -0.26)
H (0.09, 4.75, -0.89)
H (-1.34, 5.25, -0.82)
O (-3.16, -2.65, -3.05)
H (-2.55, -3.27, -3.47)
H (-3.02, -1.84, -3.55)
O (-1.82, 7.70, -0.92)
H (-1.09, 8.20, -1.30)
H (-1.42, 7.14, -0.25)
O (-0.44, -1.67, -3.71)
H (-0.14, -2.05, -4.55)
H (0.13, -2.05, -3.02)

Properties
- E_tot (Ha) = -1452.0562
- E_LUMO (eV) = -2.717
- net charge = +1
- gap between HOMO and LUMO (eV) = 9.259

Entry 6:
DFT (the ωB97M-V functional and the def2-TZVPD basis) results for a 11-piece molecular cluster, C6H34O14 overall in a non-equilibrium geometry.

Geometry (Å):
O (-14.32, 0.63, 5.01)
H (-15.27, 0.55, 4.76)
H (-13.89, -0.23, 5.11)
O (-18.93, 2.29, 3.17)
H (-18.76, 2.62, 2.28)
H (-19.90, 2.38, 3.34)
O (-12.71, -1.48, 1.34)
H (-12.34, -1.98, 0.62)
H (-13.66, -1.32, 1.09)
O (-16.46, 0.69, -0.93)
H (-17.02, 1.28, -0.38)
H (-16.10, 0.17, -0.18)
O (-20.08, -0.97, 1.57)
H (-20.61, -1.57, 2.09)
H (-19.43, -1.54, 1.08)
O (-12.64, -1.59, 4.49)
H (-11.77, -1.56, 4.97)
H (-12.44, -1.34, 3.56)
O (-18.48, 3.99, 6.25)
H (-18.61, 3.54, 5.39)
H (-17.71, 3.59, 6.67)
O (-18.25, -1.96, -0.40)
H (-18.58, -2.54, -1.09)
H (-17.83, -1.26, -0.95)
C (-19.30, 2.78, -0.15)
C (-20.36, 1.65, 0.09)
O (-20.14, 0.58, -0.76)
O (-18.12, 2.48, 0.68)
H (-19.74, 3.70, 0.27)
H (-19.10, 2.94, -1.20)
H (-21.35, 2.06, -0.14)
H (-20.48, 1.36, 1.14)
H (-19.84, -0.14, -0.18)
H (-17.55, 3.26, 0.66)
C (-17.12, -0.64, 2.74)
C (-15.95, -1.40, 2.16)
O (-15.26, -0.54, 1.32)
O (-16.79, 0.44, 3.56)
H (-17.96, -1.27, 3.09)
H (-17.67, -0.17, 1.88)
H (-16.40, -2.15, 1.49)
H (-15.31, -1.80, 2.94)
H (-14.99, 0.26, 1.81)
H (-17.59, 1.00, 3.57)
C (-12.86, 2.87, 1.98)
C (-11.93, 1.86, 2.57)
O (-12.04, 1.68, 4.01)
O (-14.21, 2.44, 1.90)
H (-12.57, 3.10, 0.92)
H (-12.80, 3.78, 2.59)
H (-10.90, 2.14, 2.37)
H (-12.19, 0.95, 2.04)
H (-12.89, 1.26, 4.21)
H (-14.69, 2.66, 2.70)

Properties
- E_tot (Ha) = -1302.3293
- E_LUMO (eV) = 0.108
- net charge = 0
- structure (SMILES) = OCCO.OCCO.OCCO.O.O.O.O.O.O.O.O
- gap between HOMO and LUMO (eV) = 9.595

Entry 7:
DFT (the ωB97M-V functional and the def2-TZVPD basis) results for a 12-piece molecular cluster, C6H36NO11S overall in a non-equilibrium geometry.

Geometry (Å):
C (2.51, -0.43, -1.19)
C (2.65, -1.96, -1.13)
S (1.04, -2.79, -1.34)
C (1.95, 0.22, 0.07)
N (0.82, 1.11, -0.28)
C (0.79, 2.35, 0.51)
C (0.03, 3.45, -0.25)
C (-0.44, 0.37, -0.18)
H (3.48, 0.02, -1.40)
H (1.88, -0.17, -2.07)
H (3.07, -2.29, -0.17)
H (3.29, -2.33, -1.94)
H (1.64, -0.54, 0.81)
H (2.74, 0.78, 0.61)
H (1.82, 2.69, 0.69)
H (0.29, 2.20, 1.50)
H (-1.04, 3.23, -0.31)
H (0.18, 4.42, 0.20)
H (0.39, 3.48, -1.29)
H (-0.57, -0.08, 0.82)
H (-1.28, 1.02, -0.42)
H (-0.42, -0.46, -0.90)
H (2.06, 3.90, -2.82)
H (1.15, 3.95, -1.61)
O (1.25, 4.31, -2.51)
H (1.71, 0.96, 3.73)
H (3.16, 1.01, 4.26)
O (2.59, 1.36, 3.57)
H (-2.34, 0.23, -3.27)
H (-2.62, 1.33, -2.25)
O (-2.98, 0.50, -2.58)
H (0.01, -2.67, 3.03)
H (-1.15, -2.34, 4.00)
O (-0.19, -2.44, 3.98)
H (0.24, -0.76, 4.16)
H (-0.65, 0.42, 3.75)
O (0.21, 0.22, 4.21)
H (-2.34, -0.61, 2.59)
H (-2.72, 0.91, 2.56)
O (-2.27, 0.24, 3.09)
H (-0.57, 2.49, -2.01)
H (-0.32, 3.35, -3.24)
O (-0.88, 2.63, -2.93)
H (-0.67, 1.10, -3.84)
H (-0.23, -0.39, -3.74)
O (-0.83, 0.20, -4.21)
H (-0.01, -4.19, 1.30)
H (0.41, -2.92, 0.61)
O (-0.09, -3.24, 1.42)
H (-3.00, -0.94, -1.57)
H (-2.20, -2.24, -1.32)
O (-2.96, -1.74, -1.00)
H (-1.66, -2.54, 1.56)
H (-2.80, -1.84, 0.71)
O (-2.50, -2.03, 1.65)

Properties
- E_tot (Ha) = -1530.6995
- E_LUMO (alpha / beta) (eV) = -0.031 / -3.491
- net charge = 0
- gap between HOMO and LUMO (alpha / beta) (eV) = 9.406 / 5.943
- multiplicity = 2

Entry 8:
DFT (the ωB97M-V functional and the def2-TZVPD basis) results for a 14-piece molecular cluster, C6H37N2O13 overall in a non-equilibrium geometry.

Geometry (Å):
C (-2.17, 2.35, -3.75)
C (-1.14, 1.70, -2.79)
C (-1.70, 1.59, -1.38)
C (-1.18, 0.38, -0.65)
C (-0.12, -0.40, -0.98)
N (-0.02, -1.40, -0.03)
C (-1.14, -1.40, 0.66)
N (-1.79, -0.27, 0.39)
H (-2.44, 3.33, -3.37)
H (-1.65, 2.41, -4.71)
H (-3.07, 1.75, -3.88)
H (-0.14, 2.10, -2.90)
H (-1.05, 0.69, -3.21)
H (-2.77, 1.43, -1.42)
H (-1.60, 2.53, -0.85)
H (0.64, -0.30, -1.74)
H (0.75, -2.07, 0.04)
H (-1.51, -2.07, 1.43)
H (-2.62, 0.06, 0.86)
H (1.81, -0.73, 1.56)
H (2.48, 0.08, 2.69)
O (1.66, -0.36, 2.44)
H (4.53, 1.49, 1.67)
H (4.90, 0.16, 0.91)
O (4.41, 0.54, 1.64)
H (-0.87, 1.45, 3.01)
H (0.37, 0.84, 2.30)
O (-0.36, 1.49, 2.20)
H (4.06, -1.53, 0.25)
H (2.99, -1.76, -0.86)
O (3.12, -1.63, 0.08)
H (1.34, -4.07, -0.73)
H (0.74, -3.24, -1.81)
O (1.55, -3.29, -1.25)
H (-3.40, -0.25, 4.01)
H (-2.20, -1.15, 3.66)
O (-2.64, -0.31, 3.43)
H (1.49, 3.42, -0.97)
H (2.20, 4.64, -1.50)
O (1.38, 4.14, -1.60)
H (1.77, -3.53, 2.54)
H (2.47, -2.71, 1.27)
O (1.70, -3.12, 1.69)
H (-0.72, 2.87, 0.93)
H (-0.65, 4.10, 0.03)
O (-0.62, 3.84, 0.96)
H (-3.38, -1.41, -3.19)
H (-3.79, -2.55, -2.24)
O (-3.08, -1.93, -2.44)
H (-0.40, -2.43, 4.55)
H (0.03, -1.84, 3.12)
O (-0.65, -2.29, 3.64)
H (-1.30, -4.40, -2.72)
H (-1.66, -2.90, -2.38)
O (-0.98, -3.60, -2.28)
H (1.41, 3.21, 1.44)
H (2.80, 3.54, 1.19)
O (2.20, 2.80, 1.02)

Properties
- E_tot (Ha) = -1338.2783
- E_LUMO (eV) = -2.355
- net charge = +1
- gap between HOMO and LUMO (eV) = 10.220

Entry 9:
DFT (the ωB97M-V functional and the def2-TZVPD basis) results for a 13-piece molecular cluster, C6H37NO13 overall in a non-equilibrium geometry.

Geometry (Å):
O (2.18, 0.20, 1.05)
C (1.34, -0.66, 0.90)
N (-0.02, -0.42, 1.10)
C (-0.59, 0.49, 2.03)
C (-0.02, 1.97, 1.94)
C (0.97, 2.13, 3.11)
C (-1.00, 3.15, 2.12)
C (-2.12, 0.66, 1.78)
H (1.58, -1.63, 0.39)
H (-0.62, -0.77, 0.38)
H (-0.48, 0.11, 3.08)
H (0.51, 2.02, 1.02)
H (1.87, 1.56, 2.94)
H (1.47, 3.17, 3.06)
H (0.41, 2.23, 4.03)
H (-1.31, 3.32, 3.20)
H (-1.98, 3.29, 1.61)
H (-0.39, 4.00, 1.76)
H (-2.44, 1.38, 1.04)
H (-2.63, -0.27, 1.59)
H (-2.54, 1.07, 2.72)
H (0.59, 1.16, -2.33)
H (1.85, 1.77, -1.76)
O (0.91, 1.74, -1.63)
H (-0.68, -2.88, -0.57)
H (0.72, -2.90, -1.14)
O (0.27, -2.96, -0.29)
H (4.12, -1.78, 1.88)
H (3.70, -0.45, 1.33)
O (4.50, -1.04, 1.41)
H (0.58, -3.91, 2.24)
H (0.76, -2.50, 2.30)
O (1.18, -3.30, 2.70)
H (3.69, 0.51, -2.04)
H (3.86, 1.82, -1.27)
O (4.05, 1.39, -2.10)
H (-3.00, -3.03, 0.99)
H (-1.55, -3.09, 1.35)
O (-2.21, -2.48, 0.97)
H (-3.23, -1.31, -1.82)
H (-3.65, -0.40, -3.04)
O (-3.92, -0.69, -2.15)
H (-1.27, -2.41, -2.42)
H (-2.16, -3.69, -2.24)
O (-2.09, -2.75, -2.07)
H (-0.79, -0.25, -4.50)
H (-1.28, 1.11, -4.06)
O (-1.26, 0.19, -3.78)
H (-0.41, 3.11, -1.04)
H (-0.24, 4.38, -1.67)
O (-0.93, 3.74, -1.52)
H (3.15, -3.00, -2.76)
H (2.27, -1.68, -2.96)
O (2.28, -2.60, -2.68)
H (-1.86, 0.38, -1.93)
H (-1.11, 0.71, -0.76)
O (-1.05, 0.08, -1.49)

Properties
- E_tot (Ha) = -1283.6051
- E_LUMO (eV) = -0.508
- net charge = 0
- gap between HOMO and LUMO (eV) = 8.786

net charge of number 5 (C6H34N2O10P)? +1

Which of these has the highest E_tot? C6H31NO8

Among the records above, which one has the highest E_tot? C6H31NO8